A 13-piece molecular cluster, C33H91NO13 overall in a non-equilibrium geometry. Source: the Open Molecules 2025 dataset; level of theory: ωB97M-V/def2-TZVPD.

Last column: Löwdin charge in e.
CARTESIAN COORDINATES (ANGSTROEM)
C: -2.7637 4.5124 1.0181  -0.083
C: -2.9094 4.7578 -0.5068  -0.283
O: -3.6116 3.6841 -1.1809  -0.087
H: -2.1997 5.3102 1.5014  0.068
H: -2.2513 3.5655 1.1885  0.049
H: -3.7562 4.5200 1.4685  0.073
H: -1.9727 4.9816 -1.0174  0.096
H: -3.4496 5.6963 -0.6305  0.101
H: -3.0803 2.8954 -1.3126  0.027
C: 3.1285 4.9640 4.4910  -0.037
C: 3.2044 4.2993 3.0355  -0.351
O: 2.0807 3.6577 2.7088  -0.055
H: 3.1768 4.1208 5.1800  0.046
H: 2.2016 5.5193 4.6345  0.074
H: 3.9861 5.5277 4.8585  0.065
H: 4.0503 3.6222 2.9166  0.103
H: 3.4428 4.9900 2.2267  0.090
H: 1.9329 3.1344 3.5000  0.045
C: -2.4173 -5.0516 -0.8739  -0.105
C: -2.6579 -6.3180 -0.0747  -0.288
O: -2.7683 -6.0129 1.3246  -0.086
H: -3.2686 -4.3772 -0.7823  0.060
H: -2.3871 -5.2039 -1.9528  0.077
H: -1.4838 -4.5411 -0.6371  0.046
H: -1.7848 -6.9621 -0.1796  0.107
H: -3.5622 -6.7864 -0.4632  0.114
H: -1.9098 -5.6746 1.5896  0.030
C: -1.1252 3.1004 4.0783  -0.090
C: -0.9937 3.2386 5.5682  -0.322
O: 0.3253 3.6536 5.8083  -0.085
H: -0.7069 2.1536 3.7366  0.054
H: -0.8476 4.0002 3.5294  0.085
H: -2.1787 3.0465 3.8038  0.071
H: -1.3040 2.3449 6.1097  0.105
H: -1.6580 3.9955 5.9850  0.113
H: 0.8747 2.9676 5.4222  0.018
C: -3.5612 -2.0904 1.7380  -0.051
C: -2.7025 -1.4775 2.8648  -0.315
O: -2.6270 -0.1195 2.6838  -0.061
H: -2.8744 -2.6773 1.1281  0.045
H: -4.1071 -1.4304 1.0638  0.074
H: -4.3166 -2.8155 2.0409  0.077
H: -1.8035 -2.0700 3.0344  0.097
H: -3.1921 -1.6699 3.8194  0.108
H: -2.3291 0.2363 3.5242  0.095
C: -2.1921 -1.3306 -5.5206  -0.089
C: -1.8000 -0.8175 -6.9112  -0.281
O: -0.5104 -1.2878 -7.3706  -0.076
H: -1.6820 -1.0010 -4.6154  0.018
H: -2.0058 -2.4030 -5.5774  0.077
H: -3.1583 -1.2345 -5.0252  0.064
H: -1.9087 0.2664 -6.8739  0.107
H: -2.4453 -1.2752 -7.6610  0.108
H: 0.0685 -0.5367 -7.2215  0.060
C: 3.3338 -0.1723 4.5692  -0.079
C: 2.5724 0.7754 5.5297  -0.215
O: 1.4693 1.2674 4.6959  -0.142
H: 2.6520 -0.9621 4.2540  0.062
H: 4.0542 -0.6930 5.2001  0.072
H: 3.8026 0.3020 3.7070  0.077
H: 3.1699 1.6666 5.7216  0.107
H: 2.1732 0.3334 6.4426  0.119
H: 0.8869 0.5045 4.6758  0.080
C: 2.3744 5.4169 -1.2718  -0.079
C: 3.1529 6.5082 -0.6105  -0.364
O: 4.5014 6.4758 -0.9342  -0.068
H: 1.3027 5.5955 -1.1844  0.072
H: 2.6209 4.5023 -0.7324  0.064
H: 2.4891 5.3578 -2.3541  0.081
H: 3.0246 6.6408 0.4638  0.107
H: 2.8268 7.4474 -1.0573  0.104
H: 5.0775 6.6054 -0.1772  0.083
C: 4.5380 -3.0460 0.1640  -0.059
C: 4.7229 -2.8764 1.7131  -0.324
O: 5.6977 -3.7073 2.2339  -0.058
H: 4.2457 -2.1120 -0.3158  0.048
H: 3.8628 -3.8077 -0.2260  0.057
H: 5.4692 -3.3006 -0.3419  0.070
H: 3.7357 -3.0067 2.1565  0.087
H: 4.9525 -1.8598 2.0321  0.100
H: 5.5477 -3.9141 3.1593  0.088
C: -5.8717 -2.9619 -2.8970  -0.063
C: -6.7740 -3.3209 -4.0993  -0.384
O: -7.6631 -2.3229 -4.3578  -0.052
H: -5.2934 -2.0965 -3.2206  0.058
H: -5.1753 -3.8002 -2.8773  0.065
H: -6.4585 -2.7885 -1.9950  0.080
H: -7.3083 -4.2501 -3.9015  0.104
H: -6.2055 -3.6349 -4.9747  0.106
H: -8.3223 -2.6655 -4.9658  0.092
C: 0.8388 -4.4440 1.0945  -0.060
C: 0.7946 -4.5219 2.6500  -0.291
O: -0.2825 -5.3221 3.1065  -0.072
H: 1.8364 -4.2138 0.7204  0.049
H: 0.1278 -3.6597 0.8346  0.051
H: 0.4426 -5.3322 0.6023  0.072
H: 0.6197 -3.5625 3.1368  0.095
H: 1.7953 -4.8839 2.8858  0.102
H: -0.9835 -4.7387 3.4061  0.079
C: 4.3935 0.8240 -5.9560  -0.068
C: 3.4398 0.3109 -4.8435  -0.329
O: 2.1128 0.2508 -5.2595  -0.089
H: 4.6886 -0.0133 -6.5884  0.073
H: 5.3242 1.2544 -5.5863  0.066
H: 4.0367 1.6784 -6.5310  0.068
H: 3.5193 0.7305 -3.8407  0.099
H: 3.5983 -0.7649 -4.7687  0.107
H: 1.8761 1.0322 -5.7644  0.081
C: -1.4801 0.9371 -2.3375  -0.026
C: -1.1796 -0.3317 -1.5747  -0.426
C: -0.0488 -1.1218 -2.2770  -0.099
C: 1.4801 -0.6114 -2.2284  -0.128
C: 1.7341 -0.6170 -0.7192  -0.164
C: 0.7855 0.3263 0.1440  -0.421
N: -0.6574 0.0147 -0.1565  -0.055
O: -1.5629 0.9413 0.4804  -0.048
C: 1.0313 -0.1924 1.6205  -0.027
C: 1.0722 1.8463 0.0446  -0.023
C: -2.4570 -1.2700 -1.5202  -0.007
H: -1.9987 1.7124 -1.7735  0.051
H: -1.8684 0.7737 -3.3428  0.081
H: -0.5858 1.5221 -2.5521  0.078
H: -0.1145 -2.1198 -1.8438  0.104
H: -0.2111 -1.2911 -3.3414  0.091
H: 1.6505 0.4258 -2.5171  0.091
H: 2.2430 -1.2232 -2.7099  0.102
H: 2.7763 -0.3611 -0.5286  0.099
H: 1.7819 -1.5981 -0.2467  0.085
H: 0.7839 -1.2409 1.7861  0.068
H: 1.9551 0.2481 1.9956  0.071
H: 0.2833 0.2969 2.2444  0.049
H: 2.1320 2.0269 0.2244  0.074
H: 0.8283 2.3329 -0.8998  0.071
H: 0.5788 2.3389 0.8824  0.067
H: -3.2947 -0.8438 -0.9681  0.073
H: -2.3117 -2.2993 -1.1923  0.048
H: -2.8584 -1.3701 -2.5287  0.057
H: -2.0588 0.4261 1.1209  0.035

As for the HOMO-LUMO gap: 7.90 eV. The value obtained for the calculated total energy is -2344.4511 Ha. The value obtained for the LUMO energy is -0.2 eV. The net charge is 0. As for the energy relative to the best compared isomer or geometry (same formula, charge and spin): 110.3 kcal/mol. The value obtained for the HOMO energy is -8.1 eV.